DFT (ωB97M-V/def2-TZVPD) results for 2 unconnected molecules or ions with the total composition C3H5NO3 in a non-equilibrium geometry.

The geometry in XYZ format:
```
12
Properties=species:S:1:pos:R:3:mulliken_charge:R:1
O -1.5281 2.6111 -0.4525 -0.558
C -1.1637 1.5660 0.0073 0.419
O -1.4474 1.1738 1.2557 -0.485
C -0.2927 0.5702 -0.7710 -0.044
O 0.1138 -0.5110 0.0435 -0.699
H -1.0347 0.2959 1.3829 0.356
H 0.5818 1.1151 -1.1412 0.261
H -0.8631 0.2324 -1.6409 0.284
H 0.1393 -1.6761 -0.2565 0.434
C 1.7942 -1.7217 0.5369 0.201
N 1.2042 -2.6488 0.1271 -0.477
H 2.4964 -1.0070 0.9085 0.310
```

net charge	0
spin multiplicity	1
LUMO	0.458	eV
largest force on an atom	3.95	eV Å⁻¹
HOMO-LUMO gap	10.52	eV